{
  "formula": "C19H36F2N3O11S2",
  "method": "ωB97M-V with the def2-TZVPD basis set",
  "symbols": ["N", "C", "C", "S", "O", "O", "N", "S", "O", "O", "N", "C", "O", "F", "C", "O", "F", "H", "H", "H", "H", "H", "H", "C", "C", "O", "C", "H", "H", "H", "H", "H", "H", "C", "C", "O", "C", "H", "H", "H", "H", "H", "H", "C", "C", "O", "C", "H", "H", "H", "H", "H", "H", "C", "C", "O", "C", "H", "H", "H", "H", "H", "H", "C", "C", "O", "C", "H", "H", "H", "H", "H", "H"],
  "xyz": [[-2.55701, 0.09292, 3.18789], [-2.68155, -0.07975, 1.73480], [-3.65880, -1.21086, 1.45206], [-3.95191, -1.49429, -0.29180], [-3.39109, -0.37415, -1.00523], [-5.36184, -1.73246, -0.45239], [-3.22124, -2.90646, -0.61182], [-1.69960, -3.02483, -0.87217], [-1.38334, -4.37566, -1.22276], [-0.84537, -2.34850, 0.05996], [-1.45212, -2.08398, -2.34179], [-2.16209, -2.54658, -3.48032], [-1.95927, -3.51665, -4.11974], [-3.15434, -1.71259, -3.77980], [-0.13313, -1.71563, -2.61313], [0.88362, -2.20138, -2.27099], [-0.15029, -0.62507, -3.40612], [-1.99988, 0.92266, 3.35775], [-2.03996, -0.69422, 3.56126], [-3.04446, 0.84451, 1.29223], [-1.72549, -0.31201, 1.25941], [-3.34420, -2.13761, 1.92896], [-4.63483, -0.94420, 1.85766], [0.53795, 4.10596, 4.13698], [0.01855, 3.47119, 2.86715], [-0.83896, 2.61790, 2.89692], [0.62362, 3.93937, 1.57300], [0.01082, 3.68335, 4.99049], [1.60845, 3.92888, 4.22984], [0.37403, 5.18506, 4.10626], [1.69362, 3.73831, 1.57665], [0.47042, 5.01496, 1.45694], [0.15999, 3.41135, 0.74343], [0.33087, -7.13160, -0.73296], [1.61739, -7.42699, -0.01472], [1.65913, -7.97868, 1.06227], [2.88358, -6.98625, -0.71707], [-0.51381, -7.47994, -0.14339], [0.22250, -6.05802, -0.89792], [0.32555, -7.62708, -1.70596], [2.85812, -5.90770, -0.88125], [2.95860, -7.47269, -1.69129], [3.74959, -7.24568, -0.11176], [-5.97706, -0.73442, -5.46994], [-5.84544, 0.37268, -6.48177], [-6.50892, 1.38275, -6.43454], [-4.82495, 0.15344, -7.57702], [-6.72788, -0.47550, -4.72752], [-6.26430, -1.66107, -5.97094], [-5.02499, -0.90386, -4.96806], [-5.06964, -0.74853, -8.14085], [-3.83447, 0.01783, -7.13950], [-4.81456, 1.01081, -8.24632], [5.21950, 6.64583, 2.80140], [4.23769, 5.84816, 3.62657], [3.52292, 5.01253, 3.12814], [4.19347, 6.15079, 5.10638], [5.15508, 6.33840, 1.76056], [4.99763, 7.71149, 2.88107], [6.23481, 6.48414, 3.16797], [3.93589, 7.19925, 5.26629], [5.17214, 5.97146, 5.55500], [3.45203, 5.51855, 5.58910], [4.19730, 0.50949, 2.31619], [3.71207, 0.93410, 0.94935], [2.80092, 1.71374, 0.81674], [4.41670, 0.32630, -0.23981], [3.61092, 1.01160, 3.08215], [4.09538, -0.57106, 2.42952], [5.25183, 0.76588, 2.43585], [4.32182, -0.76044, -0.21432], [5.47944, 0.57584, -0.21408], [3.97381, 0.70403, -1.15788]],
  "atomic_forces_ev_per_a": [[-0.133, 0.044, -0.109], [0.322, -0.245, -0.009], [-0.273, 0.387, 0.258], [-0.049, -0.033, 0.331], [0.123, -0.046, -0.119], [-0.061, -0.122, 0.031], [0.005, 0.153, -0.641], [-0.224, -0.206, 0.540], [0.106, -0.135, -0.011], [0.086, 0.130, -0.028], [0.581, -0.308, -0.097], [-0.220, 0.300, 0.175], [0.109, 0.047, -0.074], [-0.133, 0.024, -0.053], [-0.385, -0.106, -0.069], [0.185, 0.084, 0.234], [0.049, 0.041, -0.293], [0.005, -0.062, 0.055], [0.036, 0.002, 0.071], [-0.070, 0.028, 0.033], [-0.005, 0.064, -0.078], [0.048, -0.097, -0.174], [-0.042, -0.041, 0.004], [-0.211, -0.146, 0.112], [0.044, -0.017, -0.082], [0.020, 0.075, 0.083], [-0.150, -0.019, -0.056], [-0.005, 0.010, -0.008], [0.036, 0.080, -0.067], [0.092, 0.018, -0.026], [0.024, 0.067, 0.008], [0.068, 0.017, 0.045], [0.017, -0.013, 0.007], [-0.062, -0.071, 0.204], [0.026, 0.040, -0.075], [0.000, -0.020, -0.011], [0.060, -0.036, 0.130], [0.005, -0.005, -0.007], [-0.017, -0.013, -0.085], [0.022, 0.074, -0.045], [-0.029, -0.006, -0.065], [-0.026, 0.055, -0.034], [-0.006, 0.000, -0.003], [-0.173, 0.138, 0.079], [0.060, -0.051, -0.009], [-0.020, -0.015, -0.021], [-0.033, 0.137, -0.029], [0.005, 0.004, -0.007], [0.076, -0.031, 0.005], [0.016, -0.055, -0.038], [0.044, -0.039, 0.037], [-0.005, -0.068, 0.001], [-0.001, -0.004, 0.005], [-0.057, -0.076, -0.096], [0.014, 0.037, 0.009], [0.090, 0.005, 0.001], [-0.091, -0.098, -0.012], [0.000, 0.000, 0.006], [0.042, 0.010, 0.046], [0.000, 0.053, 0.034], [0.061, 0.019, 0.007], [0.016, 0.060, -0.002], [0.003, 0.003, -0.004], [-0.090, 0.085, 0.034], [0.003, -0.111, -0.018], [0.041, 0.070, 0.008], [-0.084, 0.079, -0.049], [0.001, -0.003, -0.005], [0.048, -0.009, -0.019], [0.021, -0.059, -0.017], [0.034, -0.006, 0.017], [0.019, -0.053, 0.032], [-0.006, -0.015, 0.005]],
  "mulliken_charge": [-0.76, -0.13, -0.92, 1.27, -0.61, -0.78, -0.60, 1.18, -0.66, -0.67, 0.43, 0.20, -0.46, -0.21, 0.43, -0.42, -0.26, 0.39, 0.25, 0.30, 0.22, 0.37, 0.43, -0.87, 0.71, -0.56, -0.95, 0.36, 0.10, 0.31, 0.18, 0.38, 0.30, -0.74, 0.82, -0.58, -1.02, 0.27, 0.08, 0.32, 0.27, 0.30, 0.30, -0.61, 0.83, -0.57, -1.05, 0.29, 0.33, -0.05, 0.31, 0.29, 0.30, -1.18, 0.81, -0.45, -1.10, 0.29, 0.34, 0.34, 0.34, 0.35, 0.25, -1.08, 0.83, -0.49, -1.16, 0.23, 0.35, 0.33, 0.34, 0.35, 0.28],
  "total_energy_ha": -2733.66883,
  "e_homo_ev": -6.353,
  "largest_force_ev_per_a": 0.7,
  "total_charge": -1
}



{
  "formula": "C19H36N12O13",
  "method": "ωB97M-V with the def2-TZVPD basis set",
  "symbols": ["C", "O", "O", "O", "C", "O", "N", "N", "H", "H", "H", "H", "C", "O", "N", "N", "H", "H", "H", "H", "C", "O", "N", "N", "H", "H", "H", "H", "C", "O", "N", "N", "H", "H", "H", "H", "C", "O", "N", "N", "H", "H", "H", "H", "C", "O", "N", "N", "H", "H", "H", "H", "C", "C", "C", "C", "C", "C", "O", "O", "H", "H", "H", "H", "H", "H", "C", "C", "C", "C", "C", "C", "O", "O", "H", "H", "H", "H", "H", "H"],
  "xyz": [[-0.93446, -0.24945, 0.72720], [-1.96903, 0.18397, 1.22365], [-0.33048, 0.38027, -0.13119], [-0.46434, -1.30269, 1.22984], [5.08193, 1.95242, 4.10008], [5.98514, 2.52508, 4.64859], [5.01848, 0.74080, 3.78187], [3.86582, 2.42113, 4.04165], [5.79147, 0.09222, 3.73797], [4.19704, 0.50012, 3.24574], [3.65317, 3.40481, 4.12672], [3.21512, 1.72773, 3.70122], [-4.47553, 5.27103, 4.16011], [-4.80302, 6.36978, 4.65770], [-5.20604, 4.23284, 4.09985], [-3.36797, 5.10965, 3.55832], [-4.79293, 3.44205, 3.62644], [-5.79585, 4.20097, 4.91912], [-2.72951, 5.88683, 3.65033], [-3.03580, 4.24159, 3.16306], [2.91362, -8.27228, 3.53738], [3.22494, -9.46966, 3.55718], [2.10498, -7.78072, 2.68310], [3.36573, -7.33651, 4.28640], [1.55990, -8.28630, 1.99944], [2.04198, -6.78086, 2.55498], [3.94088, -7.75131, 5.00561], [3.12366, -6.35598, 4.29415], [-8.17531, -1.80831, 1.95776], [-9.37959, -1.86857, 2.08115], [-7.27654, -2.33127, 2.66874], [-7.63010, -1.03182, 1.08700], [-6.39451, -1.84211, 2.61553], [-7.35017, -2.85420, 3.52968], [-8.17180, -0.21741, 0.83521], [-6.63989, -0.84589, 1.01614], [4.38358, 0.21463, -4.26929], [5.23430, 0.44284, -5.07907], [4.20915, 0.63681, -3.06826], [3.24533, -0.27553, -4.61435], [4.94819, 1.13832, -2.59665], [3.31398, 0.45993, -2.63530], [2.98282, -0.26662, -5.58960], [2.54531, -0.39534, -3.89622], [-1.39791, -2.57420, 7.36998], [-1.51294, -2.81133, 8.57520], [-0.80461, -3.33152, 6.54381], [-2.06190, -1.70871, 6.69985], [-0.56920, -4.28087, 6.79567], [-0.83897, -3.05644, 5.57260], [-2.52087, -1.08885, 7.35193], [-1.87367, -1.42959, 5.74762], [2.87182, 8.59604, -1.86496], [2.15262, 7.45522, -2.06832], [1.06103, 7.41997, -2.88960], [0.64866, 8.55850, -3.47187], [1.38991, 9.73170, -3.33156], [2.56444, 9.73119, -2.56050], [3.21554, 10.98970, -2.45174], [0.51048, 6.18004, -3.27410], [3.75678, 8.56164, -1.24685], [2.42989, 6.50651, -1.63306], [-0.15127, 8.61787, -4.19504], [1.21066, 10.64022, -3.88731], [3.90625, 10.88514, -1.79327], [0.75386, 5.54713, -2.59456], [-1.18859, -4.77420, -7.53952], [-1.14895, -4.66786, -6.16849], [-0.27155, -5.49048, -5.47893], [0.58592, -6.39341, -6.11987], [0.46914, -6.59227, -7.49703], [-0.38538, -5.73799, -8.22411], [-0.54187, -5.90994, -9.62327], [-0.32250, -5.43306, -4.08937], [-1.88877, -4.08399, -7.98646], [-1.83754, -4.07038, -5.58947], [1.23973, -7.04427, -5.55834], [1.03545, -7.27493, -8.11321], [-1.22284, -5.33872, -9.98600], [-0.28650, -4.58083, -3.64891]],
  "atomic_forces_ev_per_a": [[0.861, -1.173, 1.591], [-5.332, 2.332, 1.879], [2.673, 2.455, -4.171], [1.867, -3.572, 0.971], [0.718, 3.664, 3.099], [2.628, 1.323, 0.299], [0.739, -7.931, -2.916], [-3.854, 2.339, -0.676], [-0.058, 0.506, 0.119], [0.630, -0.833, -0.065], [-0.033, -0.471, -0.064], [-0.887, 1.367, 0.128], [-0.738, 5.323, 1.339], [0.012, -0.874, 0.346], [-3.956, -3.817, 0.745], [5.789, 0.670, -2.367], [-0.691, -0.427, 0.651], [-0.449, -0.902, -0.524], [0.045, -0.303, -0.419], [0.062, 0.205, 0.125], [0.418, -4.176, -1.274], [0.118, 0.311, 0.843], [-4.519, 2.227, -4.928], [3.397, 1.919, 4.615], [0.539, -0.373, 0.371], [-0.134, -0.216, 0.103], [0.203, 0.885, 0.231], [-0.051, -0.524, 0.011], [-4.197, 1.041, 0.069], [-1.792, -0.797, 0.370], [5.532, -3.401, 4.774], [1.499, 4.486, -4.788], [0.125, -0.584, 0.198], [-0.801, -0.010, -0.472], [-0.140, -0.400, -0.286], [-0.074, -0.315, 0.093], [-0.247, 1.376, -1.845], [3.147, 0.336, -1.091], [1.889, 2.000, 5.512], [-4.993, -3.470, -2.730], [-0.355, -0.267, 0.180], [0.682, 0.525, 0.607], [0.052, -0.311, 0.373], [-0.314, -0.197, -0.869], [-1.081, -1.814, 3.698], [0.172, 0.578, 0.338], [4.169, -4.471, -3.499], [-3.394, 5.376, -0.165], [0.199, 0.417, -0.102], [0.274, -0.734, 0.037], [-0.204, 0.607, -0.762], [-0.120, 0.104, 0.238], [1.398, 0.261, 0.415], [-0.057, -1.211, 0.483], [-0.200, -2.672, -0.404], [-0.443, 2.497, -1.690], [1.296, -0.263, 0.373], [-1.528, 2.046, -0.400], [-0.370, -1.649, -0.041], [0.102, 1.642, 0.521], [0.097, -0.003, 0.216], [0.377, 0.041, 0.298], [-0.294, -0.445, 0.142], [-0.503, -0.025, -0.019], [0.178, 0.087, 0.069], [-0.079, -0.343, 0.043], [0.515, -0.520, -0.430], [0.620, -1.026, -0.105], [0.246, 0.615, 1.371], [-0.754, -0.226, -0.105], [-0.851, 1.699, -1.090], [-1.425, 0.712, -0.070], [0.831, -0.346, 1.236], [0.583, -1.393, -0.228], [0.022, -0.225, -0.834], [0.047, 0.292, -0.182], [0.026, 0.173, 0.243], [0.231, -0.299, 0.424], [-0.053, 0.179, 0.404], [-0.039, 0.394, -0.578]],
  "mulliken_charge": [0.46, -0.79, -0.79, -0.86, 0.63, -0.67, -0.35, -0.35, 0.20, 0.18, 0.19, 0.17, 0.63, -0.73, -0.39, -0.39, 0.23, 0.23, 0.21, 0.20, 0.66, -0.70, -0.36, -0.39, 0.19, 0.17, 0.22, 0.21, 0.62, -0.68, -0.36, -0.44, 0.18, 0.23, 0.21, 0.24, 0.69, -0.67, -0.36, -0.39, 0.19, 0.16, 0.19, 0.19, 0.63, -0.71, -0.36, -0.42, 0.21, 0.20, 0.22, 0.23, -0.66, -0.46, 0.57, -0.46, -0.42, 0.63, -0.53, -0.53, 0.27, 0.27, 0.35, 0.37, 0.28, 0.30, -0.37, -0.59, 0.43, -0.55, -0.47, 0.61, -0.54, -0.57, 0.25, 0.40, 0.37, 0.39, 0.29, 0.35],
  "total_energy_ha": -2380.76440,
  "e_homo_ev": 1.283,
  "de_lowest_kcal_mol": 178.22,
  "largest_force_ev_per_a": 8.5,
  "total_charge": -2
}



{
  "formula": "C19H36N4O3",
  "method": "ωB97M-V with the def2-TZVPD basis set",
  "symbols": ["C", "H", "H", "H", "C", "C", "H", "H", "H", "C", "H", "H", "C", "N", "C", "C", "N", "C", "O", "C", "C", "C", "O", "N", "C", "H", "H", "C", "H", "H", "C", "N", "C", "C", "H", "O", "C", "C", "H", "H", "H", "H", "H", "H", "H", "H", "H", "C", "H", "H", "H", "H", "H", "H", "H", "H", "H", "H", "H", "H", "H", "H"],
  "xyz": [[4.55517, -0.50783, 3.32670], [3.91150, 0.33127, 3.58291], [5.58989, -0.18249, 3.40780], [4.38834, -1.30234, 4.05094], [4.25735, -0.99188, 1.90823], [4.59483, 0.10649, 0.90236], [4.07032, 1.02407, 1.16315], [5.66305, 0.31180, 0.90586], [4.30294, -0.17637, -0.10496], [2.78805, -1.41537, 1.78622], [2.17920, -0.52014, 1.65320], [2.46340, -1.90577, 2.70638], [2.56019, -2.38617, 0.62655], [1.16583, -2.80467, 0.55759], [0.93031, -4.11062, -0.01288], [-0.42310, -4.59223, 0.50087], [-1.42091, -3.58917, 0.21700], [-1.19097, -2.27726, 0.05914], [-2.10936, -1.49098, -0.10998], [0.26068, -1.80935, 0.02922], [0.55241, -1.32908, -1.42845], [1.45001, -0.10428, -1.49168], [2.62254, -0.20792, -1.82177], [0.90620, 1.08260, -1.14867], [-0.50320, 1.31432, -0.91558], [-0.60046, 2.14133, -0.20963], [-0.97042, 0.44200, -0.46249], [-1.27227, 1.65494, -2.20070], [-0.91738, 1.02535, -3.01936], [-1.10368, 2.69498, -2.48296], [-2.76327, 1.39382, -1.98412], [-3.25950, 2.16794, -0.86035], [-3.70875, 3.49509, -1.23281], [-4.05127, 4.27667, 0.03590], [-4.45204, 5.26169, -0.21067], [-5.04264, 3.62385, 0.79165], [-4.62383, 2.32151, 1.13399], [-4.30046, 1.49157, -0.10756], [-3.93097, 0.50967, 0.19230], [-5.22099, 1.36533, -0.70556], [-5.44516, 1.87517, 1.69685], [-3.72857, 2.37572, 1.77137], [-3.13888, 4.39296, 0.64119], [-2.91022, 4.00951, -1.77065], [-4.60227, 3.45316, -1.88374], [-3.32346, 1.60861, -2.90923], [-2.89260, 0.33627, -1.74551], [1.73366, 2.26755, -1.21295], [1.39430, 2.93547, -2.00689], [2.75675, 1.95909, -1.41842], [1.69590, 2.79912, -0.26016], [1.06843, -2.12555, -1.96818], [-0.39076, -1.12916, -1.93545], [0.31097, -0.94175, 0.69586], [-2.39328, -3.86060, 0.26999], [-0.35895, -4.76049, 1.58318], [-0.71127, -5.52886, 0.01552], [0.92764, -4.11377, -1.11593], [1.70741, -4.79732, 0.32525], [2.90617, -1.94182, -0.31239], [3.15890, -3.28193, 0.81005], [4.88855, -1.86376, 1.70242]],
  "atomic_forces_ev_per_a": [[0.050, -0.224, -0.237], [-0.082, 0.125, 0.053], [0.108, 0.073, 0.068], [-0.022, -0.048, 0.131], [-0.183, 0.273, 0.136], [0.075, -0.340, 0.007], [-0.089, 0.145, 0.026], [0.122, 0.088, -0.007], [-0.012, 0.054, -0.148], [0.341, -0.270, -0.186], [-0.092, 0.133, 0.059], [-0.077, 0.001, 0.017], [0.035, 0.167, 0.212], [0.035, -0.244, 0.085], [-0.324, -0.164, 0.119], [0.489, -0.212, 0.034], [-0.292, -0.373, 0.013], [0.041, 0.024, 0.095], [-0.166, 0.317, -0.020], [-0.143, 0.305, -0.102], [0.101, -0.048, 0.088], [-0.111, -0.236, -0.067], [0.271, -0.138, -0.173], [0.122, 0.279, 0.178], [-0.311, 0.004, -0.238], [0.018, -0.131, 0.037], [0.034, 0.047, 0.063], [-0.227, -0.130, 0.240], [0.050, 0.008, -0.058], [0.053, 0.041, -0.104], [0.224, 0.086, -0.153], [-0.137, -0.025, 0.017], [-0.036, 0.176, 0.314], [0.160, 0.139, -0.331], [0.088, -0.035, 0.000], [-0.154, 0.051, -0.010], [-0.015, -0.395, -0.076], [-0.069, 0.187, 0.311], [-0.053, -0.034, 0.001], [0.031, -0.035, 0.025], [0.088, -0.027, -0.002], [-0.062, -0.038, -0.020], [-0.052, 0.030, -0.062], [-0.020, 0.056, -0.036], [0.083, -0.006, 0.007], [-0.049, -0.058, 0.065], [-0.014, -0.002, -0.041], [0.282, 0.009, -0.004], [-0.002, 0.047, -0.012], [-0.077, 0.113, 0.016], [-0.024, 0.038, -0.011], [-0.024, 0.127, -0.005], [-0.020, 0.011, -0.013], [-0.164, -0.075, -0.105], [0.074, 0.194, -0.036], [0.058, -0.049, -0.130], [0.026, 0.074, 0.022], [0.043, -0.045, 0.029], [-0.032, 0.039, -0.035], [0.059, -0.080, -0.030], [-0.014, 0.020, -0.010], [-0.011, -0.022, -0.004]],
  "mulliken_charge": [-1.67, 0.34, 0.43, 0.42, 0.68, -1.39, 0.29, 0.44, 0.32, -0.50, 0.19, 0.19, -0.90, 0.30, -0.39, -0.77, -0.13, -0.38, -0.68, 0.19, -1.02, 0.58, -0.71, 0.46, -0.72, 0.45, -0.18, -0.59, 0.33, 0.40, -1.31, 0.68, -0.59, -0.72, 0.36, -0.39, -0.71, -0.48, 0.28, 0.27, 0.36, 0.31, 0.32, 0.32, 0.32, 0.41, 0.51, -1.20, 0.31, 0.43, 0.33, 0.37, 0.55, 0.49, 0.30, 0.28, 0.44, 0.24, 0.42, 0.17, 0.64, 0.32],
  "total_energy_ha": -1190.33861,
  "e_homo_ev": -8.473,
  "de_lowest_kcal_mol": 28.30,
  "smiles": "CC(C)CCN1CCNC(=O)[C@@H]1CC(=O)N(C)CCCN1CCOCC1",
  "largest_force_ev_per_a": 0.5,
  "total_charge": 0
}